Entry 1:
This record from the OMol25 dataset describes a 7-piece molecular cluster, C32H69O18P2 overall at a distorted geometry. The level of theory is ωB97M-V with the def2-TZVPD basis set.

Calculated values
Kohn-Sham gap = 9.62 eV
HOMO level = -12.32 eV
Charge = +1

Last column: Mulliken charge in e.
Cartesian coordinates (Å):
H  -7.25719  -1.67245  -5.42828  0.22
H  4.01546  2.03833  1.53340  0.20
H  -9.61508  -0.07231  -0.33792  0.09
C  4.07419  -1.13637  1.17307  -0.11
H  4.04162  6.66122  -3.31153  0.28
C  2.47974  -5.12335  -1.91487  -0.31
C  -2.40718  -2.13753  3.29136  -0.46
H  -7.79130  1.15907  -0.38606  0.21
C  5.04917  -2.38860  1.60859  -0.28
C  3.13133  1.32598  1.88081  -0.29
O  2.48154  7.60201  -2.30405  -0.30
C  3.18129  10.07132  0.08590  -0.60
C  -1.63024  1.26489  -0.10991  -0.81
C  -0.37558  1.92474  4.01721  -0.87
C  4.61497  -3.18601  -3.65121  0.62
C  3.21308  8.22069  -1.34310  0.77
C  3.69895  -0.12201  2.40670  -0.47
C  3.08562  6.42360  -2.83396  -0.56
C  -7.88360  -1.18142  -4.67856  -0.62
C  -1.35208  -3.88293  1.44268  -0.77
C  3.88427  -1.07568  -2.95767  -0.63
H  -9.59786  -1.25002  4.37733  0.27
C  0.64730  2.10503  2.74915  0.23
H  3.76989  -4.01942  2.74530  0.21
H  -8.36605  -1.95530  -4.07281  0.29
C  -1.54356  -6.15569  -4.05683  -0.64
O  1.07474  -6.57516  -3.67449  -0.55
O  4.76682  -4.46047  -3.21071  -0.32
C  -10.60193  -0.81398  4.39363  -0.61
C  7.27818  5.58690  -0.60396  -0.57
H  6.30698  -5.03869  -4.48643  0.31
C  -7.69518  0.31248  -2.88952  0.76
H  2.63847  3.13227  3.18298  0.32
C  -7.33093  1.81323  -1.13353  -0.60
H  8.08568  0.76461  -0.67875  0.29
H  -2.65136  -2.03109  4.44721  0.36
H  -4.78694  -0.97274  1.22746  0.32
C  -1.51016  -3.50154  3.03513  -0.54
H  -0.44737  -3.45537  3.56607  0.29
O  6.59806  2.99564  -0.57506  -0.56
H  7.40524  0.96166  0.97832  0.17
H  2.83603  -4.41964  -1.15759  -0.01
H  5.38289  -6.34551  -3.72135  0.25
H  4.15167  -2.48656  3.81739  0.20
H  2.48378  1.11713  0.92857  0.16
H  4.64016  -5.43140  -5.04786  0.32
C  2.24122  2.00946  3.12038  -0.78
C  -10.59276  -0.33295  2.10531  0.75
H  6.36414  5.60681  -0.00170  0.27
H  -2.31580  1.65374  -1.00275  0.36
H  -3.38989  -1.52772  0.00313  0.25
P  -1.48132  -0.55810  2.74787  0.47
H  2.49304  1.41265  4.09496  0.39
O  -7.04237  -0.36138  -3.86987  -0.32
H  2.54367  10.92306  0.33801  0.22
H  -1.78750  0.46999  5.06276  0.38
H  -1.25213  2.70750  3.89355  0.34
H  3.47039  -0.58207  -2.07411  0.06
H  -10.76488  1.21412  -0.75035  0.24
H  -11.38250  -0.41520  -0.41716  0.32
H  6.19100  -2.07388  1.68550  0.25
H  4.82964  -0.58680  -3.21405  0.34
H  -0.97437  0.39112  -0.58732  0.28
H  5.52580  -3.71302  3.40960  0.31
H  -2.58062  -5.80952  -4.04141  0.21
H  3.16283  -0.97941  -3.77549  0.34
H  3.21960  5.67220  -2.04910  0.26
H  -0.03626  -0.21471  4.83459  0.38
O  -10.74448  0.15914  3.36076  -0.31
O  -0.80492  -5.37706  -3.11754  -0.28
H  -11.36531  -1.59290  4.29818  0.29
H  9.11498  0.54766  0.74972  0.25
H  4.14115  10.45469  -0.27500  0.29
H  3.31909  9.46574  0.98749  0.28
H  -1.14919  -6.01641  -5.06858  0.29
H  -3.43367  -2.21514  2.69194  0.30
O  -8.89437  0.26675  -2.66393  -0.53
O  -10.35429  -1.49462  1.81428  -0.56
C  8.27925  1.12031  0.33838  -0.49
C  -0.88068  0.38984  4.29302  -0.60
H  -1.52962  -7.21395  -3.77673  0.30
C  0.50949  -5.70341  -3.03294  0.68
O  8.65128  2.49711  0.32744  -0.33
O  -6.78262  1.04608  -2.20367  -0.29
H  -6.51309  2.35937  -0.65553  0.25
H  -0.87261  2.08582  0.23884  0.26
C  7.69806  3.32911  -0.16295  0.75
O  4.09913  -2.44846  -2.63569  -0.08
C  -3.95831  -0.59578  0.48148  -0.80
H  0.45563  1.38674  1.84537  -0.41
H  4.59504  0.06299  3.16120  0.20
H  4.68834  -0.48524  0.38320  0.04
P  -2.71043  0.60559  1.36981  0.13
H  -4.40617  0.00041  -0.44411  0.23
C  -10.61846  0.31846  -0.14045  -0.40
C  5.30482  -5.35654  -4.18114  -0.75
H  -2.40202  -4.08664  0.91781  0.24
H  0.20746  2.26546  5.00168  0.35
H  -0.77211  -4.91749  1.38337  0.31
H  3.10642  -1.51637  0.62013  0.16
H  -8.63068  -0.57338  -5.19885  0.29
C  4.55775  -3.18183  2.96423  -0.86
H  2.80927  -0.63070  3.00577  0.17
H  3.03494  -4.94280  -2.84100  0.25
H  0.46585  3.20789  2.33056  0.33
O  4.89382  -2.77468  -4.76659  -0.56
O  8.18076  4.59642  -0.11543  -0.33
H  -2.10694  -4.39214  3.54750  0.34
O  1.08605  -4.89184  -2.11084  -0.22
H  -0.28576  -0.94618  2.00526  0.01
H  -10.74266  -0.31055  5.35401  0.22
O  -10.75228  0.69138  1.22972  -0.32
H  2.41486  6.01206  -3.59313  0.21
H  -0.76140  -3.06145  0.81851  0.18
O  2.52652  9.31647  -0.93173  -0.32
H  7.04462  5.40969  -1.65872  0.28
H  7.76726  6.56117  -0.51901  0.27
H  2.65442  -6.14031  -1.54919  0.38
H  5.00778  -3.18205  0.72283  0.11
O  4.29947  7.85519  -0.92211  -0.53
H  -8.05590  2.54091  -1.51217  0.35

Entry 2:
This record from the OMol25 dataset describes C32H70Ca3N2O13P2 as an isolated structure at a distorted geometry. The level of theory is ωB97M-V with the def2-TZVPD basis set.

Calculated values
Kohn-Sham gap = 1.73 eV
HOMO level = -4.65 eV
Charge = 0

Last column: Mulliken charge in e.
Cartesian coordinates (Å):
P  3.20992  -23.24080  -15.71431  0.54
O  -1.36138  -22.71557  -10.19946  -0.36
H  0.53204  -18.16720  -21.21315  0.28
H  -1.22809  -19.32443  -23.02693  0.25
C  5.54629  -15.97203  -17.73614  -0.61
H  3.76901  -20.46069  -7.94236  0.21
C  4.17889  -20.43471  -10.15046  -0.51
H  5.62619  -31.11140  -17.96566  0.32
C  3.42996  -30.21961  -15.82132  -1.04
C  6.53077  -29.54436  -14.34746  -1.14
C  0.96938  -21.26756  -22.17236  -0.44
H  1.81646  -21.94211  -22.29702  0.34
H  -4.86881  -23.08430  -18.22169  0.27
H  3.77394  -21.43615  -10.29618  0.34
H  -2.84087  -21.58171  -9.32645  0.34
H  2.35797  -30.06656  -15.94584  0.37
O  1.85769  -23.50127  -14.93238  -0.72
C  5.64983  -30.02204  -17.99463  -0.65
H  3.60592  -30.59537  -14.81337  0.29
O  4.44694  -23.82292  -14.99336  -0.69
H  6.46072  -13.91961  -18.29067  0.30
H  5.00179  -20.48931  -10.86316  0.29
H  12.78347  -22.66681  -10.34161  0.35
H  5.34461  -17.55261  -20.84811  0.20
C  10.66372  -23.01156  -10.71604  -0.42
C  -1.57300  -24.14794  -10.09511  -0.47
H  9.12365  -24.33713  -11.49116  0.31
H  3.68771  -29.58497  -18.47769  0.27
C  -1.90926  -22.08712  -9.07194  -0.47
H  -4.75441  -20.38763  -17.32648  0.27
O  3.50568  -23.64646  -17.19267  -0.73
O  7.23668  -22.16649  -21.10662  -0.67
H  5.62523  -29.42247  -13.75313  0.26
Ca  6.87016  -25.45372  -17.21756  1.41
H  6.43421  -16.39945  -21.63383  0.40
O  8.57466  -24.23646  -20.14659  -0.55
H  10.12151  -22.41785  -9.98010  0.24
C  6.46960  -30.23269  -15.77472  -0.49
H  7.08619  -14.62774  -16.84890  0.28
C  0.53856  -20.53220  -23.42674  -0.55
O  -3.40551  -21.62179  -16.30518  -0.37
H  6.82060  -17.08065  -15.28372  0.28
H  1.40024  -20.21094  -24.01189  0.23
H  -1.21270  -23.33786  -7.51602  0.27
H  6.78202  -18.65755  -16.14085  0.21
C  12.27503  -24.77985  -10.66278  -0.42
O  9.90002  -22.27012  -20.86159  -0.67
C  4.55352  -20.20841  -8.65581  -0.44
O  3.25118  -19.41076  -10.45911  -0.36
H  5.50428  -20.67191  -8.39251  0.32
C  6.18251  -14.56144  -17.45476  -1.07
C  7.70338  -17.04311  -17.34834  -0.55
H  5.13605  -15.82390  -20.64712  0.35
H  3.85333  -28.24137  -16.67022  0.47
C  -4.66376  -20.95795  -16.40203  -0.42
C  -0.14507  -19.22079  -22.96040  -0.42
H  4.66371  -30.15677  -19.91512  0.37
H  4.73467  -16.07018  -18.45707  0.41
H  7.47679  -30.29852  -16.18624  0.44
H  4.19767  -17.50835  -10.38395  0.24
C  5.88348  -16.61411  -20.71802  -1.18
H  -0.01305  -21.09453  -24.18013  0.36
H  -3.55396  -24.19172  -9.33590  0.26
C  -5.07229  -23.09264  -17.15090  -0.68
H  -0.61840  -24.63317  -9.89169  0.27
C  4.33605  -28.99667  -16.05007  -0.85
H  3.95757  -18.38959  -7.68419  0.27
H  -3.80138  -23.67249  -15.52027  0.27
H  4.77325  -28.47126  -19.39421  0.27
H  8.24479  -17.80205  -17.91313  0.48
H  -2.93023  -23.54029  -17.01800  0.33
P  8.46626  -22.71937  -20.42276  0.69
C  -2.13194  -23.12488  -8.06167  -0.50
H  9.62214  -24.67403  -9.85175  0.27
C  0.21066  -19.16555  -21.51002  -0.47
N  5.63765  -29.31485  -16.68879  -0.01
H  4.40900  -28.37976  -15.15440  0.46
N  6.54392  -16.90588  -18.20656  -0.03
H  8.11497  -18.16986  -15.37231  0.42
H  6.57675  -29.82073  -18.53164  0.45
H  10.69955  -22.46559  -11.65876  0.29
C  7.33444  -17.72964  -15.99285  -1.19
O  3.17171  -21.71134  -15.85134  -0.60
H  2.71674  -17.62804  -9.58986  0.31
H  5.08977  -16.29619  -16.80093  0.33
H  5.54629  -18.33484  -8.58823  0.32
C  3.61772  -18.20988  -9.78428  -0.45
H  0.19391  -21.87491  -21.70560  0.25
H  5.53320  -13.87948  -16.90575  0.40
Ca  0.55426  -20.36826  -13.80385  1.01
H  8.35364  -16.16930  -17.30682  0.38
H  7.32550  -29.98542  -13.74582  0.39
C  -2.56285  -24.24354  -8.88522  -0.57
C  4.51937  -18.69956  -8.56533  -0.55
C  -3.69753  -23.05657  -16.41355  -0.43
H  12.69992  -25.35863  -9.84267  0.27
H  -2.44051  -25.22754  -8.43256  0.33
C  9.98505  -24.33850  -10.82325  -0.44
O  11.03326  -25.20831  -11.20395  -0.39
H  3.62060  -30.93812  -16.61851  0.29
H  6.02745  -31.22810  -15.73315  0.35
C  6.96837  -16.61683  -19.61905  -0.52
H  6.90868  -28.53630  -14.51807  0.27
O  8.13232  -22.52048  -18.94301  -0.53
C  -5.76678  -21.96742  -16.52807  -0.48
O  1.17442  -20.23278  -21.22614  -0.39
H  -5.50730  -24.08996  -17.08591  0.38
C  4.60950  -29.49315  -19.05212  -1.06
H  -2.87986  -22.69259  -7.39696  0.31
H  -1.19529  -21.42602  -8.58073  0.27
H  0.15603  -18.38124  -23.58698  0.29
H  -4.77633  -20.31746  -15.52726  0.28
H  -6.62139  -21.69658  -17.14805  0.32
Ca  5.04068  -20.66008  -18.79184  1.47
H  12.90834  -24.66960  -11.54305  0.29
H  7.63441  -17.43265  -19.89997  0.44
H  -1.94875  -24.69925  -10.95706  0.30
H  11.89367  -23.55023  -9.10439  0.24
H  -0.64602  -19.35440  -20.86310  0.28
C  11.98385  -23.38942  -10.17869  -0.58
H  7.54804  -15.69611  -19.68503  0.30
H  -6.15972  -22.39274  -15.60460  0.23

Which value of HOMO level does entry 1 give? -12.32 eV